(1)
{"formula": "C3H4ClNS", "method": "ωB97M-V with the def2-TZVPD basis set", "species": ["C", "C", "C", "N", "S", "Cl", "H", "H", "H", "H"], "coordinates": [[1.17923, 0.94026, 0.49420], [0.13801, -0.06988, 0.13204], [-0.35325, -0.61493, -1.12015], [-0.60806, -0.00797, 1.30251], [0.36289, 1.24170, 2.02804], [0.42012, -2.15735, -1.69300], [2.02698, 1.36818, 0.12221], [-0.26155, 0.08552, -1.87810], [-1.40099, -0.81947, -1.04330], [-1.50338, 0.03394, 1.65556]], "homo_lumo_gap_ev": 8.62, "e_homo_ev": -8.165, "charge": 0}



(2)
{"formula": "C5H8O2S", "method": "ωB97M-V with the def2-TZVPD basis set", "species": ["O", "C", "C", "O", "C", "C", "C", "S", "H", "H", "H", "H", "H", "H", "H", "H"], "coordinates": [[-2.64510, 0.22351, 0.80899], [-2.01976, -0.45837, 0.04416], [-1.08296, -0.01266, -1.07241], [-0.09306, -1.00774, -1.12079], [0.81639, -1.12847, -0.03019], [1.47306, 0.19412, 0.28800], [0.54471, 1.35736, 0.56252], [-0.51671, 1.71234, -0.82476], [-2.13105, -1.56675, -0.00519], [-1.57607, -0.01525, -2.04581], [0.27086, -1.49011, 0.87710], [1.59407, -1.85097, -0.27618], [2.11720, 0.42529, -0.59125], [2.13831, 0.16687, 1.18528], [-0.04048, 1.19066, 1.47349], [1.15059, 2.26017, 0.72706]], "homo_lumo_gap_ev": 9.66, "e_homo_ev": -8.958, "smiles": "O=C[C@@H]1OCCCS1", "charge": 0}



(3)
{"formula": "C6H8N2O3", "method": "ωB97M-V with the def2-TZVPD basis set", "species": ["C", "C", "C", "C", "C", "C", "N", "N", "O", "O", "O", "H", "H", "H", "H", "H", "H", "H", "H"], "coordinates": [[-2.14319, -0.75898, -0.25051], [-1.77702, -0.27372, 0.94598], [-1.19473, -0.79843, -1.40866], [-0.41355, -0.29219, 1.56816], [0.78496, 0.27628, 0.82387], [1.45746, 1.86505, -0.75897], [-0.09432, -0.37351, -1.72265], [1.59649, -0.76336, 0.32360], [1.21214, -1.94934, 0.52499], [2.66901, -0.48660, -0.23965], [0.96822, 1.52754, 0.54228], [-3.07321, -1.00073, -0.61190], [-2.52709, -0.17185, 1.60480], [-1.74332, -1.42310, -2.28628], [-0.28842, 0.18094, 2.50989], [-0.31309, -1.35110, 1.68448], [0.96825, 2.71569, -0.99476], [1.29684, 1.04483, -1.39450], [2.61457, 2.03256, -0.86017]], "homo_lumo_gap_ev": [8.49, 7.73], "e_homo_ev": [-9.603, -8.477], "charge": 0}



(4)
{"formula": "C23H34BFMoN2O3PTe", "method": "ωB97M-V with the def2-TZVPD basis set", "species": ["Mo", "C", "C", "C", "C", "C", "C", "C", "C", "C", "C", "C", "C", "N", "C", "C", "C", "C", "C", "C", "F", "H", "H", "H", "H", "H", "H", "H", "H", "H", "H", "H", "H", "H", "H", "H", "H", "H", "H", "H", "H", "H", "C", "C", "O", "P", "O", "Te", "O", "C", "C", "H", "H", "H", "H", "H", "H", "H", "H", "H", "H", "B", "C", "N", "H", "H", "H"], "coordinates": [[-0.44799, 0.12696, 0.28798], [0.71183, -4.38913, -0.06400], [0.59737, -3.58914, -1.36309], [-0.83884, -3.11398, -1.57123], [1.65998, -2.50801, -1.52673], [2.55579, -2.67798, -2.58012], [3.56558, -1.76952, -2.83891], [3.70268, -0.65445, -2.03582], [2.85571, -0.43487, -0.95522], [3.13235, 0.82205, -0.13682], [1.90919, 1.57969, 0.38080], [4.13652, 0.58651, 0.99662], [1.83963, -1.37474, -0.71308], [0.97461, -1.15854, 0.43031], [1.47378, -1.55760, 1.69199], [2.53428, -2.43644, 1.89241], [2.91738, -2.76421, 3.18351], [2.26963, -2.22229, 4.28664], [1.21918, -1.32831, 4.11294], [0.87029, -1.03763, 2.82286], [-0.14780, -0.12084, 2.56790], [0.05871, -5.26091, -0.11586], [0.39741, -3.80265, 0.80014], [1.72925, -4.74369, 0.10506], [0.80631, -4.28839, -2.17542], [-1.22556, -2.60098, -0.69434], [-1.48548, -3.97448, -1.74728], [-0.93244, -2.45670, -2.43791], [2.44512, -3.54607, -3.21738], [4.23689, -1.92666, -3.67246], [4.48281, 0.06781, -2.24465], [3.61645, 1.49876, -0.84474], [1.55741, 1.20314, 1.34755], [1.12479, 1.61924, -0.39659], [2.13845, 2.63050, 0.56186], [3.71432, -0.02951, 1.79038], [4.43600, 1.54006, 1.43437], [5.03186, 0.09013, 0.62299], [3.04573, -2.85581, 1.03695], [3.73707, -3.45383, 3.33026], [2.58192, -2.48810, 5.28647], [0.69528, -0.87389, 4.94194], [-2.56360, 5.56921, -2.24415], [-1.44258, 4.58204, -2.44784], [-1.14705, 3.86688, -1.20285], [-1.76444, 2.47018, -0.87928], [-1.20766, 2.03107, 0.48900], [-1.00022, 0.68656, -2.30624], [-3.31267, 2.59033, -0.88077], [-4.20117, 2.45392, 0.29040], [-4.37094, 3.78771, 0.96646], [-2.70346, 6.14394, -3.16000], [-2.32121, 6.26199, -1.43929], [-3.49865, 5.06289, -2.01171], [-0.50696, 5.07062, -2.70492], [-1.67405, 3.85033, -3.22566], [-3.77576, 1.70296, 0.95145], [-5.12544, 2.06726, -0.12758], [-3.42232, 4.15673, 1.35850], [-5.06224, 3.67337, 1.80213], [-4.78563, 4.52460, 0.27997], [-4.83663, -1.23699, 0.66333], [-3.31534, -1.00500, 0.66738], [-2.16636, -0.79653, 0.63311], [-5.20196, -0.71925, -0.36993], [-5.27012, -0.68999, 1.65002], [-5.00699, -2.43035, 0.66816]], "homo_lumo_gap_ev": [6.83, 7.43], "e_homo_ev": [-11.570, -11.767], "multiplicity": 3, "charge": 1}



(5)
{"formula": "C29H47GeIrN6O2", "method": "ωB97M-V with the def2-TZVPD basis set", "species": ["Ir", "C", "C", "C", "N", "C", "C", "C", "C", "C", "C", "C", "N", "C", "C", "C", "N", "C", "C", "C", "C", "C", "C", "C", "N", "C", "C", "H", "H", "H", "H", "H", "H", "H", "H", "H", "H", "H", "H", "H", "H", "H", "H", "H", "H", "H", "H", "H", "H", "H", "H", "H", "H", "C", "C", "O", "H", "H", "H", "H", "H", "H", "N", "C", "N", "O", "H", "H", "H", "H", "C", "Ge", "C", "C", "C", "H", "H", "H", "H", "H", "H", "H", "H", "H", "H", "H"], "coordinates": [[-0.00294, 0.54485, 0.28036], [-1.76313, 3.55069, 2.38826], [-0.26594, 3.73262, 2.11020], [0.10682, 3.99319, 0.65287], [0.28201, 2.81177, -0.18406], [0.72015, 2.98413, -1.41036], [0.96034, 4.27294, -1.96145], [1.20223, 4.68498, -3.25523], [1.23591, 3.95224, -4.43574], [1.19468, 2.57478, -4.53993], [1.20625, 1.62651, -3.52853], [1.11580, 1.75446, -2.13114], [1.35076, 0.71024, -1.33434], [2.16660, -0.38950, -1.79718], [2.63897, -1.27246, -0.63655], [2.97910, -0.51884, 0.65205], [1.77120, -0.19842, 1.38764], [1.74763, -0.08327, 2.69354], [2.93126, -0.05732, 3.47994], [3.10174, -0.09642, 4.84890], [2.16452, -0.33405, 5.84531], [0.78433, -0.49963, 5.68180], [0.02071, -0.26726, 4.56937], [0.39970, 0.15048, 3.25326], [-0.45824, 0.67164, 2.42292], [-1.80607, 1.03498, 2.83470], [-2.35079, 2.19505, 1.99443], [-2.31595, 4.33183, 1.85854], [-1.93988, 3.70866, 3.45638], [0.30631, 2.87874, 2.46403], [0.06951, 4.60096, 2.68112], [1.05279, 4.54785, 0.66594], [-0.65001, 4.65651, 0.21007], [0.94053, 5.07876, -1.24112], [1.34466, 5.75392, -3.37060], [1.33218, 4.50885, -5.35912], [1.21846, 2.17818, -5.54889], [1.28508, 0.59663, -3.85729], [3.03735, 0.01665, -2.32516], [1.62755, -1.03514, -2.50207], [3.52668, -1.81126, -0.96922], [1.87130, -2.01515, -0.40447], [3.52186, 0.40100, 0.40628], [3.63432, -1.15335, 1.25533], [3.84449, 0.04566, 2.90783], [4.12535, 0.01219, 5.18812], [2.54450, -0.42630, 6.85469], [0.24076, -0.79807, 6.57061], [-1.04558, -0.41434, 4.69016], [-1.82623, 1.32516, 3.88922], [-2.45421, 0.15944, 2.70402], [-3.43650, 2.22639, 2.10811], [-2.12710, 1.99166, 0.94684], [-3.14676, -2.38674, 1.16133], [-1.76013, -2.88767, 0.82382], [-0.82397, -1.84225, 1.11714], [-3.89267, -3.12165, 0.86046], [-3.30961, -1.45344, 0.62256], [-3.25090, -2.19906, 2.23057], [-1.71291, -3.14701, -0.23703], [-1.51799, -3.77533, 1.41352], [0.06704, -2.20760, 1.16605], [-2.74479, 2.24017, -2.03334], [-2.97595, 1.05948, -1.41923], [-4.27059, 0.68319, -1.28886], [-2.04900, 0.35481, -0.99237], [-3.47587, 2.78130, -2.45735], [-1.79051, 2.52565, -2.18196], [-5.03497, 1.23005, -1.64102], [-4.47174, -0.19352, -0.84604], [-2.50776, -1.17445, -4.49492], [-1.48490, -2.76493, -3.94731], [-0.19263, -3.28958, -5.34347], [-2.70127, -4.29905, -3.67480], [-0.50870, -2.38983, -2.33479], [-3.09207, -1.38964, -5.38946], [-1.83574, -0.34374, -4.71620], [-3.19251, -0.86136, -3.70495], [-0.70975, -3.70328, -6.20895], [0.48378, -4.04976, -4.95144], [0.40025, -2.43473, -5.66972], [-3.14052, -4.58211, -4.63142], [-3.50559, -4.05678, -2.98001], [-2.14749, -5.15288, -3.28387], [-0.61021, -1.45798, -1.78675], [0.20040, -3.10823, -1.93558]], "homo_lumo_gap_ev": [6.47, 4.76], "e_homo_ev": [-8.878, -9.405], "multiplicity": 6, "charge": 1}



(6)
{"formula": "C7H10N2S", "method": "ωB97M-V with the def2-TZVPD basis set", "species": ["C", "C", "C", "C", "C", "N", "C", "N", "C", "S", "H", "H", "H", "H", "H", "H", "H", "H", "H", "H"], "coordinates": [[0.95749, 2.36937, 0.52037], [0.65301, 0.92002, 0.21043], [1.68868, 0.12319, -0.61659], [-0.68487, 0.77919, -0.42519], [-1.17332, -0.63548, 0.00723], [-1.80639, -1.69107, -0.53456], [-1.57288, -2.81542, 0.21110], [-0.76082, -2.54836, 1.24079], [-0.46790, -1.21694, 1.04238], [0.54084, -0.03618, 1.88164], [0.58546, 2.59868, 1.47334], [0.69177, 2.97729, -0.30043], [2.14994, 2.46868, 0.60862], [2.61525, -0.10827, 0.00426], [1.89604, 0.61277, -1.49848], [1.19871, -0.82843, -0.82845], [-0.72245, 0.92061, -1.49798], [-1.44738, 1.48915, -0.09410], [-2.22572, -1.61953, -1.39632], [-2.11547, -3.75925, -0.00806]], "homo_lumo_gap_ev": 8.27, "e_homo_ev": -7.625, "smiles": "CC1(C)Cc2[nH]cnc2S1", "charge": 0}



The F_max results, record by record, are as follows: 6.92, 1.65, 4.57, 0.13, 1.04, 4.84 eV/Å.
The energy relative to the best compared isomer or geometry (same formula, charge and spin) results, record by record, are as follows: 51.5, 24.7, 210.4, 0.0, 0.3, 5.2 kcal/mol.